No. 1
# C6H76BNO33P

A cluster of 30 separate species, C6H76BNO33P in total in a non-equilibrium geometry (ωB97M-V with the def2-TZVPD basis set, the OMol25 dataset).

```
118
Properties=species:S:1:pos:R:3:forces:R:3
C 1.4935 -0.4375 -0.9843 0.10 -0.39 -0.64
C 0.3448 -1.3533 -1.3477 1.08 0.34 0.31
O -0.0124 -1.2772 -2.7475 -0.06 -0.27 -0.08
B -1.2362 -0.6985 -2.9456 -0.50 -0.18 0.08
O -2.0980 -1.3745 -3.8229 0.15 -0.30 -0.25
C -1.6651 0.6648 -2.3288 0.21 0.18 0.08
O -0.7453 1.2760 -1.4654 -0.78 -0.45 0.29
P -1.5178 2.7805 -0.9307 1.25 1.91 1.30
O -3.1215 2.2298 -1.4224 0.17 -0.28 -0.63
C -3.0233 0.8313 -1.6437 -0.32 0.82 -0.21
C -4.2705 0.3698 -2.3843 -0.14 0.03 0.46
C -4.9169 -0.8452 -1.7400 -0.38 0.43 0.11
N -5.4218 -0.5321 -0.3746 0.18 -0.37 0.16
H 1.3895 0.4790 -1.5511 -0.04 0.30 0.22
H 1.4827 -0.2177 0.0744 0.05 0.18 0.11
H 2.4415 -0.9032 -1.2403 0.13 -0.06 -0.01
H 0.6726 -2.3799 -1.1863 -0.30 -0.27 0.03
H -0.5169 -1.1290 -0.7266 -0.22 0.01 -0.02
H -2.7895 -1.8273 -3.3230 -0.15 0.19 -0.16
H -1.6969 1.3307 -3.2225 -0.36 -0.22 -0.33
H -0.2718 3.1878 -0.2994 0.22 -0.13 -0.53
H -1.1700 3.3006 -2.2320 -0.20 -0.27 -0.14
H -1.9885 4.1263 -0.6279 -0.61 -0.35 0.26
H -1.8866 2.2455 0.3809 0.00 -0.19 -0.07
H -2.9706 0.3781 -0.6467 0.10 -0.46 -0.03
H -4.9929 1.1799 -2.2953 -0.07 0.19 -0.09
H -4.1021 0.2205 -3.4479 0.13 -0.12 -0.14
H -4.2266 -1.6797 -1.6616 0.04 -0.21 -0.11
H -5.7834 -1.1274 -2.3350 0.06 -0.27 -0.22
H -4.8675 -1.0381 0.3077 0.19 0.13 0.00
H -5.2669 0.4493 -0.1647 -0.14 0.07 0.02
O -2.3559 -3.1580 -1.1539 0.03 -0.30 -0.07
H -1.7369 -3.2683 -1.8902 0.04 -0.21 0.07
H -2.6981 -4.0578 -0.9918 0.11 0.45 -0.01
O 0.6223 5.2494 -2.0629 0.22 0.28 0.15
H 1.2854 4.5737 -2.2523 -0.16 -0.11 -0.12
H 0.7059 5.9032 -2.7622 0.04 -0.10 -0.06
O 1.5548 1.3201 1.5904 0.02 0.13 0.22
H 1.2267 2.2062 1.3893 -0.12 -0.05 -0.11
H 1.3135 1.1843 2.5172 0.10 -0.04 -0.10
O 1.6029 0.1385 -4.7973 0.06 0.27 -0.11
H 1.4682 1.0677 -4.5543 -0.20 -0.01 0.01
H 1.0620 -0.3571 -4.1635 0.17 -0.13 0.39
O 0.6635 2.6240 4.2074 -0.03 0.01 0.27
H 1.2539 3.3860 4.2167 -0.03 0.02 -0.26
H 0.0001 2.8076 4.8818 0.02 -0.07 0.03
O 0.7968 -0.5266 3.6140 -0.37 0.29 0.55
H 1.3448 -1.3151 3.6734 0.13 -0.17 -0.26
H 0.1474 -0.7468 2.9392 0.09 0.07 -0.21
O -6.0557 -3.6506 -1.3113 0.05 -0.25 -0.07
H -6.1057 -2.7564 -0.9571 -0.06 -0.02 0.00
H -6.6637 -4.1449 -0.7531 -0.03 0.12 0.06
O 4.5015 1.1093 -4.2010 -0.09 0.23 -0.07
H 4.9534 1.0403 -5.0485 -0.01 0.00 0.00
H 3.5820 0.8846 -4.4023 0.00 -0.60 0.01
O -4.9756 3.3944 0.8888 -0.03 0.03 -0.05
H -4.4150 3.6680 1.6203 0.05 -0.03 -0.04
H -4.3569 3.3123 0.1457 0.10 -0.19 -0.09
O 2.3707 0.6961 6.1490 0.29 -0.03 -0.13
H 2.9159 -0.0948 6.2308 -0.30 -0.18 0.23
H 1.7112 0.4700 5.4775 -0.23 0.07 -0.06
O 4.3205 0.2302 3.8340 0.17 0.09 0.45
H 4.8537 1.0325 3.9229 0.13 -0.13 -0.43
H 3.6256 0.3928 4.4850 -0.17 -0.03 -0.22
O -2.8429 -5.7589 0.3483 -0.03 -0.16 0.21
H -3.2487 -6.5408 -0.0405 0.08 0.04 -0.14
H -3.0987 -5.8018 1.2768 -0.18 0.10 -0.05
O -0.9559 -3.7064 1.5090 0.46 0.53 0.11
H -1.4075 -4.5243 1.3135 -0.05 -0.35 -0.25
H -0.9506 -3.2427 0.6574 -0.31 -0.01 0.02
O 1.5367 -2.3114 5.9886 0.15 -0.24 0.00
H 0.7433 -2.5832 6.4599 -0.04 0.13 0.00
H 1.6847 -3.0168 5.3476 0.06 0.05 -0.05
O 2.4545 3.1658 -3.7920 -0.04 -0.20 -0.17
H 3.2545 2.6163 -3.7999 0.14 0.27 0.15
H 2.4473 3.5869 -4.6579 -0.04 0.05 0.04
O 2.7724 -0.4260 -7.4471 0.28 -0.14 0.04
H 2.2700 -1.1636 -7.8109 -0.09 0.09 -0.06
H 2.5164 -0.4426 -6.5146 -0.09 0.24 0.05
O -2.5345 -2.9253 -6.5966 0.04 -0.23 0.05
H -2.0754 -2.5741 -5.8228 -0.14 0.19 0.09
H -1.8483 -2.9996 -7.2690 0.06 0.13 0.05
O 2.1963 4.0564 1.9831 0.33 0.22 0.12
H 2.9600 3.4785 1.8494 -0.10 -0.13 -0.01
H 2.3175 4.7675 1.3451 -0.17 -0.01 -0.04
O 3.9147 3.1192 6.7122 -0.02 0.07 -0.18
H 4.7133 2.6033 6.5540 0.01 -0.05 0.22
H 3.2086 2.4557 6.7421 0.05 -0.04 -0.17
O 6.6971 1.9809 7.7080 0.20 0.08 0.02
H 7.0200 2.8830 7.7976 -0.10 0.03 -0.04
H 7.0307 1.5215 8.4891 -0.13 -0.12 -0.02
O 0.1337 -1.6176 -7.4916 -0.19 -0.17 0.02
H -0.2278 -0.8155 -7.8843 0.04 0.02 0.01
H 0.1249 -1.4304 -6.5444 0.08 0.08 -0.01
O -7.4379 -2.2976 0.9791 0.01 0.13 0.13
H -7.9156 -1.9552 1.7398 -0.02 -0.04 -0.01
H -6.9225 -1.5357 0.6507 -0.01 0.02 -0.20
O 1.7615 -2.9383 2.3392 -0.17 -0.19 0.26
H 2.1858 -2.8841 1.4770 0.21 0.20 -0.06
H 0.8583 -3.2428 2.1592 -0.03 -0.13 -0.10
O -2.8277 2.6764 -5.5449 -0.11 -0.11 -0.01
H -3.3460 2.0645 -6.0764 0.01 -0.01 0.02
H -3.0908 2.4828 -4.6354 0.14 0.14 0.07
O -1.3571 -5.1334 -3.1964 -0.12 -0.02 -0.06
H -2.0481 -4.9443 -3.8425 0.02 0.03 -0.01
H -0.5950 -5.3859 -3.7268 0.03 0.07 0.03
O 6.8651 -0.7207 8.8157 0.07 0.14 -0.02
H 6.2366 -0.4801 8.1247 -0.02 -0.06 0.01
H 7.6827 -0.9002 8.3400 -0.03 -0.06 -0.02
O 5.0694 2.9824 3.2191 -0.09 0.08 0.19
H 5.6153 3.7688 3.3197 0.01 -0.02 0.00
H 4.3501 3.1133 3.8533 -0.03 0.08 -0.05
O -1.9835 1.2046 4.6241 0.15 0.07 0.08
H -1.1878 0.6737 4.4847 0.01 0.02 -0.03
H -1.9214 1.8942 3.9531 -0.03 -0.12 -0.13
O 4.1106 -1.8738 0.3919 0.11 -0.25 0.16
H 4.4973 -1.5556 1.2163 -0.13 0.16 0.02
H 4.8375 -1.8887 -0.2374 -0.04 0.04 -0.01
```
Positions in Å, forces in eV/Å.

## Properties
frontier orbital gap = 0.2269 hartree
highest occupied orbital energy = -4.56 eV
net charge = -1

Results of the Löwdin charge analysis, in e, for atoms 1 through 6: -0.06 -0.22 0.05 -0.61 0.13 -0.27

No. 2
# C2H2O2S2

The molecule C2H2O2S2 in a non-equilibrium geometry (ωB97M-V with the def2-TZVPD basis set, the OMol25 dataset).

```
8
Properties=species:S:1:pos:R:3:forces:R:3
C -1.4987 -0.5665 -0.6796 -0.65 0.73 0.20
C -0.2271 -0.1807 -0.1047 2.17 -0.96 -1.12
O -4.1677 -0.5407 -0.0155 -0.08 -0.66 -0.66
O -2.7819 1.5531 -0.0670 0.03 -0.29 -0.11
S -0.7934 -1.9124 0.0471 -0.73 -1.82 0.96
S -2.9034 0.1174 0.1639 -0.05 1.40 0.97
H 0.5922 -0.4628 -0.7472 0.34 1.34 -0.61
H 0.1529 0.3717 0.7440 -1.03 0.26 0.37
```
Positions in Å, forces in eV/Å.

## Properties
frontier orbital gap (spin up / spin down) = 0.3317 / 0.2813 hartree
highest occupied orbital energy (spin up / spin down) = -8.68 / -10.48 eV
net charge = 0
expectation value of S² = 2.01
spin multiplicity = 3

Results of the Löwdin charge analysis, in e, for atoms 1 through 6: -0.70 -0.40 -0.35 -0.35 0.91 0.74

No. 3
# C4H12N2O2

A cluster of 2 separate species, C4H12N2O2 in total in a non-equilibrium geometry (ωB97M-V with the def2-TZVPD basis set, the OMol25 dataset).

```
20
Properties=species:S:1:pos:R:3:forces:R:3
C -1.8756 0.6222 0.6153 -2.47 0.27 4.46
C -1.5044 -0.8085 0.4685 -2.99 -2.01 -2.18
N -0.8216 -0.9383 -0.8463 3.34 -1.12 4.09
C 0.6141 -0.8062 -0.7183 -1.52 1.58 -2.70
O 1.1739 -0.3663 -1.7178 0.58 -0.77 0.79
C 1.4150 -0.9080 0.6287 -0.37 -0.41 1.02
N 2.6481 -0.1358 0.7371 -1.65 -4.31 2.55
H -2.4471 0.8850 1.6225 1.11 -1.12 -1.33
H -1.1029 1.3261 0.7067 1.34 0.82 -0.71
H -2.6750 0.8812 -0.0032 -0.65 0.71 -1.85
H -2.5002 -1.4852 0.2372 2.23 1.58 1.54
H -0.9052 -1.1796 1.3138 -0.65 -0.25 -0.78
H -1.3601 -0.7110 -1.6640 0.66 0.27 -0.29
H 0.7528 -0.7491 1.4924 0.14 1.04 -0.42
H 1.6767 -1.9074 0.9651 0.05 -0.69 -0.98
H 2.6013 0.6765 0.3020 0.07 4.45 -2.56
H 3.4441 -0.6807 0.5237 0.70 -0.21 -0.55
O 0.4006 2.4605 -1.3894 -0.30 1.29 -0.91
H 0.0980 2.2115 -2.2698 0.14 0.45 -0.27
H 0.3673 1.6130 -1.0042 0.23 -1.56 1.07
```
Positions in Å, forces in eV/Å.

## Properties
frontier orbital gap = 0.3797 hartree
highest occupied orbital energy = -9.56 eV
net charge = 0
SMILES string = CCNC(=O)CN.O

Results of the Löwdin charge analysis, in e, for atoms 1 through 6: -0.12 -0.27 0.04 -0.39 0.02 -0.18

No. 4
# C15H16ClInN4O4PS3

A structure of composition C15H16ClInN4O4PS3 (ωB97M-V with the def2-TZVPD basis set, the OMol25 dataset).

```
45
Properties=species:S:1:pos:R:3:forces:R:3
In 1.5128 -1.8655 -0.4808 0.41 -0.35 0.70
C 3.9488 2.5032 1.1088 0.07 0.09 0.02
C 2.9712 1.5856 1.7258 -0.04 0.05 0.17
N 2.0357 1.8970 2.5726 0.13 0.39 -0.05
N 1.3611 0.7513 2.8095 -0.04 -0.25 -0.09
C 1.8423 -0.2760 2.1235 0.04 0.02 -0.27
S 1.2991 -1.8938 2.0211 -0.08 -0.10 0.14
N 2.9053 0.2409 1.4511 -0.40 -0.18 0.35
N 3.6324 -0.5320 0.5390 -0.12 0.25 0.17
H 3.8201 3.4933 1.5370 -0.01 0.00 0.00
H 3.7772 2.5680 0.0330 0.02 0.02 -0.03
H 4.9718 2.1728 1.2949 0.00 0.00 -0.02
H 0.5423 0.7498 3.4095 0.12 0.00 -0.15
H 4.2445 -1.1597 1.0649 -0.07 0.01 -0.18
H 4.1998 0.0914 -0.0304 -0.08 -0.03 -0.04
S -0.4693 3.0069 -1.5691 -0.05 -0.24 -0.01
P -0.8939 1.1745 -1.1039 -0.44 0.46 0.16
S 1.0373 0.2876 -1.2936 0.08 0.12 -0.45
C -2.0196 0.3155 -2.2219 0.18 -0.28 -0.15
C -2.2526 -1.0616 -2.1463 0.11 0.07 0.10
C -3.0912 -1.6821 -3.0511 -0.03 0.08 -0.01
C -3.7056 -0.9309 -4.0461 -0.01 -0.06 0.00
C -3.4755 0.4296 -4.1328 -0.01 0.02 -0.02
C -2.6279 1.0548 -3.2306 0.02 0.12 0.13
C -1.5431 0.9949 0.5940 0.15 -0.04 0.08
C -1.7287 2.1645 1.3327 0.13 -0.04 -0.11
C -2.2467 2.1081 2.6185 0.02 -0.03 0.00
C -2.5823 0.8854 3.1816 0.02 -0.05 0.01
C -2.4023 -0.2865 2.4550 0.06 0.10 -0.01
C -1.8903 -0.2291 1.1684 0.08 0.02 -0.06
H -1.7776 -1.6674 -1.3834 0.03 0.01 -0.02
H -3.2660 -2.7456 -2.9858 0.00 -0.06 0.01
H -4.3594 -1.4145 -4.7576 -0.03 -0.02 -0.03
H -3.9492 1.0106 -4.9102 -0.02 0.04 -0.04
H -2.4361 2.1173 -3.3014 0.01 -0.01 -0.02
H -1.4628 3.1136 0.8877 -0.02 0.02 0.02
H -2.3961 3.0227 3.1752 0.00 0.03 0.01
H -2.9966 0.8434 4.1802 -0.01 0.00 0.01
H -2.6666 -1.2411 2.8867 -0.02 -0.04 0.01
H -1.7729 -1.1523 0.6219 0.01 -0.08 -0.05
O 3.4713 -5.3807 -0.9949 0.24 -0.43 -0.06
Cl 2.8273 -4.1599 -0.8375 -0.35 0.68 -0.09
O 2.3915 -3.5337 -2.0930 -0.01 0.16 -0.11
O 1.5868 -4.2424 -0.0453 -0.14 -0.03 0.07
O 3.6336 -3.1279 -0.1768 0.07 -0.42 -0.08
```
Positions in Å, forces in eV/Å.

## Properties
frontier orbital gap = 0.2587 hartree
highest occupied orbital energy = -11.68 eV
net charge = +1

Results of the Löwdin charge analysis, in e, for atoms 1 through 6: 0.57 0.02 -0.31 0.17 0.08 -0.71

no.,calculated total energy (a.u.)
1,-3178.17887
2,-1024.08161
3,-419.53346
4,-3286.97305